[1]
Density functional theory data (ωB97M-V/def2-TZVPD) for a 3-piece molecular cluster, C19H37I2O11P3S overall in a non-equilibrium geometry.

Structure (XYZ):
```
73
Properties=species:S:1:pos:R:3:forces:R:3
C 5.67273 -5.39025 -5.72176 0.530 0.737 -0.128
C 5.29907 -3.90377 -5.94517 -0.260 -0.605 0.452
I 4.30502 -3.58110 -7.84848 0.261 -0.061 0.230
C 4.50615 -3.29171 -4.73013 0.253 0.834 -0.562
I 5.68026 -1.56985 -4.08857 -0.131 -0.299 0.221
C 3.08814 -2.88792 -5.04513 -0.625 0.536 0.248
C 2.00281 -3.64673 -5.22769 0.159 -0.922 0.959
P 1.84534 -5.45928 -5.15714 -1.927 -0.651 -0.703
S 0.71187 -6.19584 -6.56324 0.417 0.229 -0.016
C 0.80692 -2.74181 -5.54417 1.369 -1.254 -0.772
O -0.34824 -2.88783 -5.37167 0.011 0.209 -0.185
O 1.45537 -1.64573 -6.11747 -1.396 1.276 1.168
C 2.49648 -1.46734 -5.20759 1.376 -0.580 -0.595
O 2.76479 -0.45366 -4.66498 -0.149 0.013 -0.360
H 6.66522 -5.39624 -5.25588 -0.138 -0.070 0.052
H 5.78405 -5.87786 -6.68849 -0.206 -0.290 0.203
H 5.00765 -5.91190 -5.03863 -0.095 -0.111 -0.308
H 6.23914 -3.37479 -6.04900 -0.235 0.196 -0.209
H 4.52632 -3.96011 -3.87033 0.025 -0.064 -0.143
H 1.20338 -5.73112 -3.92395 0.682 0.307 0.138
H 3.10042 -6.08789 -5.10266 0.054 0.603 0.360
C 4.37727 2.62924 2.31762 -0.005 0.046 -0.167
C 3.96595 1.18079 2.11938 0.205 0.078 0.213
O 2.71508 1.07092 1.43804 0.423 0.465 -0.647
P 2.66624 1.36333 -0.17790 -5.707 -3.224 3.127
O 3.40422 0.19335 -0.74364 2.121 2.816 -1.141
O 1.13126 0.87018 -0.51645 0.328 0.516 -0.127
C 0.86584 0.03769 -1.64994 -0.084 -0.315 0.024
C 0.62818 -1.39253 -1.20792 -0.048 -0.077 0.160
O 2.18743 2.92391 -0.03956 2.897 -0.428 -1.309
C 0.85741 3.34532 0.28472 -0.798 0.644 -0.064
C 0.39308 2.96487 1.67132 0.118 -0.458 0.128
H 4.58526 3.11238 1.35956 0.047 0.004 0.037
H 5.27504 2.69281 2.93396 -0.004 -0.035 -0.011
H 3.57978 3.19695 2.79656 0.007 -0.038 0.059
H 4.73749 0.62859 1.57570 -0.052 -0.035 -0.018
H 3.83597 0.70004 3.08918 -0.129 -0.061 -0.072
H 1.67311 0.09679 -2.37720 0.092 -0.015 0.091
H -0.03270 0.42784 -2.13404 0.005 0.100 0.098
H 1.42669 -1.74310 -0.55352 0.134 0.074 -0.131
H 0.56118 -2.06133 -2.06957 -0.055 0.028 -0.003
H -0.30079 -1.46610 -0.63951 -0.030 -0.011 -0.067
H 0.15266 3.01465 -0.47562 0.136 -0.244 -0.002
H 0.88064 4.43520 0.21461 0.333 -0.045 -0.051
H 0.22404 1.89175 1.75339 0.030 -0.001 -0.010
H -0.54794 3.46751 1.90339 0.037 0.107 -0.132
H 1.13006 3.24330 2.42409 -0.020 0.069 -0.010
C -3.24779 4.62481 4.00153 0.050 -0.111 0.124
C -4.73538 4.31827 3.99751 0.093 0.283 -0.029
O -4.99509 2.94830 3.68794 0.492 -0.198 0.703
P -4.70825 1.80978 4.83562 -3.867 -1.884 -5.742
O -5.77572 2.08506 5.84548 3.090 0.546 1.956
O -5.37380 0.47915 4.12955 0.585 0.162 0.257
C -6.22406 -0.39819 4.87260 -0.368 -0.009 -0.067
C -7.67338 -0.16765 4.49651 -0.100 0.042 -0.160
O -3.21723 1.41058 4.28724 -0.045 1.331 2.908
C -2.95470 0.60077 3.13439 0.564 -0.678 -0.534
C -3.39103 1.20749 1.82119 -0.434 0.219 0.024
H -2.74067 4.09732 4.81336 0.012 0.057 0.000
H -3.07614 5.69445 4.12978 -0.035 -0.007 0.007
H -2.78305 4.30198 3.06979 -0.043 0.042 -0.041
H -5.18827 4.57696 4.95847 -0.038 -0.046 -0.017
H -5.23029 4.91104 3.22804 -0.077 -0.139 -0.027
H -6.07009 -0.27911 5.94408 -0.021 0.141 -0.017
H -5.93516 -1.42073 4.61746 0.110 0.064 -0.085
H -7.93472 0.88865 4.55456 0.086 0.007 0.185
H -8.34056 -0.73006 5.15171 0.020 -0.023 -0.015
H -7.85239 -0.48103 3.46649 0.008 -0.053 0.022
H -3.36179 -0.39980 3.26547 -0.230 0.123 0.114
H -1.86888 0.48005 3.11521 -0.006 0.216 0.254
H -4.47612 1.22847 1.72971 0.003 0.017 0.044
H -3.00062 0.62032 0.98790 0.125 -0.068 0.124
H -3.03023 2.23142 1.72394 0.069 -0.025 -0.014
```
Positions in Å, forces in eV/Å.

Computed properties:
**E_HOMO**: -9.0 eV
**E**: -3591.440470 a.u.
**Net charge**: 0
**Max |F|**: 7.26 eV/Å
**Gap between HOMO and LUMO**: 7.844 eV
**SMILES**: C[C@@H](I)[C@@H](I)C1=C([PH2]=S)C(=O)OC1=O.CCOP(=O)(OCC)OCC.CCOP(=O)(OCC)OCC
**Molecular weight**: 820.29 g mol⁻¹



[2]
Density functional theory data (ωB97M-V/def2-TZVPD) for a 2-piece molecular cluster, C2H6P2S overall in a non-equilibrium geometry.

Structure (XYZ):
```
11
Properties=species:S:1:pos:R:3:forces:R:3
C 2.69259 0.08506 0.42298 1.631 1.358 2.138
C -1.87805 0.62030 -0.96397 0.212 -2.274 1.427
P 2.36539 -1.30923 1.25127 -1.437 -0.203 -1.452
P -2.17198 -1.17846 1.69675 -0.258 0.914 -0.744
S -2.81847 0.41014 0.63996 0.511 -0.877 -0.024
H 3.40649 0.84501 0.91718 -0.938 -1.375 -0.922
H 2.24614 0.45740 -0.45860 -0.495 0.114 -0.855
H -2.38481 1.35919 -1.48759 -0.333 1.856 -0.803
H -1.88516 -0.25940 -1.59042 -0.531 -0.599 0.092
H -0.83849 0.70120 -0.71247 0.428 0.973 0.062
H 1.26635 -1.73121 0.28491 1.210 0.113 1.081
```
Positions in Å, forces in eV/Å.

Computed properties:
**E_HOMO (alpha / beta)**: -7.8 / -7.8 eV
**E**: -1160.562543 a.u.
**Net charge**: 0
**Relative energy (zero: lowest compared OMol25 entry of this formula, charge and spin)**: 2.4948 eV
**Max |F|**: 3.01 eV/Å
**Gap between HOMO and LUMO (alpha / beta)**: 6.604 / 6.609 eV
**Molecular weight**: 124.08 g mol⁻¹



[3]
Density functional theory data (ωB97M-V/def2-TZVPD) for a 11-piece molecular cluster, C28H55Br20NO4S overall in a non-equilibrium geometry.

Structure (XYZ):
```
109
Properties=species:S:1:pos:R:3:forces:R:3
O 2.31001 6.88366 -1.97677 0.512 1.857 0.167
C 1.90475 5.77909 -2.07145 -0.484 -1.208 -0.382
C 1.05500 5.04092 -1.06842 -0.020 -0.387 0.526
C 1.32726 3.56859 -1.40008 0.551 0.094 0.469
C 0.31290 2.48970 -1.01106 -0.597 0.175 -0.391
C -1.15990 2.92538 -1.16257 0.266 -0.178 -0.062
C -1.70123 3.52321 0.14686 0.026 -0.126 -0.021
C -3.11405 4.15852 0.13753 0.041 0.018 0.247
S -3.94082 4.36265 -1.40439 0.259 0.314 -0.002
O -3.08368 5.05952 -2.31691 -0.314 -0.065 0.073
O -5.27710 4.82334 -1.15174 0.185 -0.080 -0.135
O -4.04453 2.85944 -1.91671 -0.744 -0.304 -0.172
C 1.72924 3.57517 -2.89299 0.222 0.427 -0.255
N 2.12202 4.97146 -3.22658 -0.773 -0.421 0.630
H 1.33736 5.30528 -0.04385 -0.018 0.013 -0.172
H 0.01471 5.37237 -1.20113 0.171 -0.158 -0.212
H 2.26615 3.34834 -0.86359 -0.254 -0.095 -0.101
H 0.47326 1.63630 -1.68677 0.101 0.012 0.331
H 0.46682 2.15175 0.01714 0.124 -0.091 -0.186
H -1.75391 2.04284 -1.42863 0.094 0.315 0.048
H -1.23178 3.63032 -1.99762 -0.127 -0.092 0.136
H -1.72656 2.70767 0.88313 0.049 0.223 -0.106
H -0.99813 4.26291 0.55083 -0.115 -0.137 -0.153
H -3.09606 5.18652 0.51966 -0.029 -0.190 0.030
H -3.81436 3.58656 0.75575 0.100 0.181 -0.139
H -4.99014 2.59242 -1.87736 0.442 0.054 -0.048
H 0.94978 3.23224 -3.58412 0.043 -0.080 0.271
H 2.62359 2.94944 -2.98724 -0.336 -0.109 -0.320
H 1.52599 5.37648 -3.94265 0.485 -0.074 -0.331
Br -2.14131 -0.68368 -2.24079 -0.010 0.005 -0.059
C -0.50225 -1.48852 -2.90692 -0.038 0.019 0.056
C -0.00136 -2.56445 -1.97840 0.061 -0.010 0.055
Br 0.77349 -1.82073 -0.36176 -0.118 0.080 0.017
H 0.21704 -0.68224 -3.01843 0.015 -0.020 -0.016
H -0.74295 -1.90204 -3.88367 -0.016 -0.031 0.022
H 0.79217 -3.14266 -2.44907 0.017 0.032 -0.004
H -0.79946 -3.23070 -1.66483 0.001 -0.016 -0.039
Br 4.12795 -0.99501 1.10088 -0.008 0.070 0.053
C 5.25053 -2.36884 0.31084 -0.030 0.001 -0.010
C 5.69781 -1.99935 -1.07772 -0.054 -0.036 -0.033
Br 4.26075 -2.17855 -2.37772 0.008 0.039 -0.012
H 4.66766 -3.28515 0.32270 0.030 -0.009 0.028
H 6.10426 -2.47379 0.97510 -0.009 0.060 -0.094
H 6.48242 -2.67492 -1.41128 -0.012 -0.019 0.010
H 6.04400 -0.97227 -1.13996 0.014 -0.006 0.000
Br 2.47520 -5.48291 3.17998 -0.028 0.126 0.023
C 1.17923 -5.94054 1.80848 -0.002 -0.048 0.033
C 1.82811 -6.46738 0.55486 0.009 0.044 -0.014
Br 2.66266 -5.04864 -0.47590 0.066 -0.105 -0.064
H 0.59545 -5.04385 1.62150 -0.006 -0.007 -0.016
H 0.54825 -6.70870 2.25039 0.003 -0.001 -0.007
H 1.07504 -6.90255 -0.09849 -0.003 -0.004 0.011
H 2.60140 -7.19954 0.76741 -0.012 -0.002 0.026
Br -4.45496 0.68259 -6.05402 -0.053 0.004 0.015
C -5.67151 2.19597 -6.19404 0.117 -0.073 -0.073
C -5.87984 2.88096 -4.87068 -0.080 0.023 0.005
Br -7.03294 1.84497 -3.69103 0.126 0.012 0.077
H -6.59446 1.80930 -6.61457 -0.055 0.073 0.046
H -5.20941 2.88235 -6.90021 0.008 0.024 0.029
H -6.38366 3.83460 -5.01109 -0.012 -0.020 -0.014
H -4.94759 3.03439 -4.33590 0.020 0.025 -0.037
Br 4.68322 -8.07401 5.83534 0.018 -0.019 -0.030
C 6.33586 -7.56549 4.94646 -0.050 0.024 0.080
C 6.08660 -6.73067 3.71973 -0.046 -0.120 -0.070
Br 5.41812 -7.80076 2.24241 0.030 -0.031 -0.052
H 6.86169 -8.48650 4.71531 0.023 0.017 0.002
H 6.90132 -6.99233 5.67819 -0.001 0.009 -0.012
H 7.01357 -6.28584 3.36814 -0.002 -0.017 -0.003
H 5.34865 -5.95394 3.89534 0.020 0.011 0.001
Br 0.12072 1.46018 4.60895 0.034 0.031 0.095
C 1.81694 0.81930 3.91938 -0.032 -0.040 0.009
C 2.76507 1.95077 3.61820 -0.077 -0.018 -0.085
Br 2.14783 2.94501 2.06819 0.170 0.089 0.027
H 1.57144 0.25366 3.02471 0.086 -0.042 0.003
H 2.23764 0.15138 4.66789 -0.026 0.042 0.042
H 3.75003 1.55737 3.37405 -0.013 0.021 -0.069
H 2.84409 2.66850 4.42858 -0.020 -0.067 0.057
Br 9.80540 -5.49074 2.55779 -0.029 0.013 -0.024
C 9.73109 -3.54887 2.56840 0.032 -0.069 0.011
C 8.88666 -3.02530 3.69968 -0.050 0.020 0.010
Br 6.98872 -3.28959 3.36688 0.073 0.045 0.156
H 9.34601 -3.24963 1.59858 0.023 0.032 0.003
H 10.75870 -3.20950 2.67623 -0.005 -0.006 0.018
H 9.02457 -1.95274 3.81501 -0.007 0.000 -0.033
H 9.10778 -3.52493 4.63768 0.024 0.024 0.003
Br -2.94392 3.85595 3.52398 0.014 0.003 0.162
C -3.53591 2.64468 4.92783 0.018 0.049 -0.131
C -4.57758 3.27116 5.81391 0.013 0.010 0.085
Br -3.80812 4.56445 7.04283 -0.008 0.011 -0.036
H -2.64883 2.35149 5.47870 -0.012 -0.017 0.006
H -3.94085 1.77659 4.41292 0.000 -0.004 0.015
H -5.03818 2.50841 6.43768 0.015 -0.011 -0.007
H -5.33854 3.79559 5.24440 -0.010 -0.022 -0.002
Br -2.61526 -0.91081 3.44462 -0.011 -0.042 -0.016
C -3.16978 -2.13862 4.84354 0.008 0.032 -0.090
C -4.18934 -1.51546 5.75986 0.001 0.011 0.091
Br -3.38442 -0.22695 6.97507 -0.030 -0.024 -0.007
H -2.27069 -2.43517 5.37508 -0.010 -0.013 0.004
H -3.59712 -3.00012 4.33534 -0.023 0.009 0.011
H -4.64770 -2.27049 6.39440 0.025 -0.016 -0.009
H -4.96012 -0.98715 5.20680 -0.015 -0.023 0.007
Br -9.21220 2.24253 -8.18270 0.016 -0.032 -0.015
C -8.26920 0.99581 -9.34009 0.022 0.034 0.092
C -8.04400 1.55937 -10.71820 -0.050 -0.020 -0.064
Br -9.67208 1.57696 -11.77609 0.006 0.030 0.023
H -8.85994 0.08547 -9.35864 0.018 -0.007 -0.021
H -7.31426 0.79917 -8.85578 0.004 0.007 -0.012
H -7.33816 0.93864 -11.26537 -0.004 -0.010 0.014
H -7.68381 2.58292 -10.68518 0.030 -0.015 0.005
```
Positions in Å, forces in eV/Å.

Computed properties:
**E_HOMO**: -9.3 eV
**E**: -53334.108157 a.u.
**Net charge**: 0
**Max |F|**: 1.93 eV/Å
**Gap between HOMO and LUMO**: 9.280 eV
**SMILES**: O=C1C[C@@H](CCCCS(=O)(=O)O)CN1.BrCCBr.BrCCBr.BrCCBr.BrCCBr.BrCCBr.BrCCBr.BrCCBr.BrCCBr.BrCCBr.BrCCBr
**Molecular weight**: 2099.90 g mol⁻¹



[4]
Density functional theory data (ωB97M-V/def2-TZVPD) for a 2-piece molecular cluster, C8H14N2S overall.

Structure (XYZ):
```
25
Properties=species:S:1:pos:R:3:forces:R:3
C 1.14599 -2.72959 4.27128 -0.303 -0.098 -0.055
C 0.37007 -3.05690 3.18041 0.119 0.069 0.328
N 1.17878 -2.84133 2.09241 0.197 -0.032 -0.209
C 2.38457 -2.40237 2.55312 -0.200 -0.048 0.467
N 2.39754 -2.32336 3.87428 -0.153 -0.068 -0.672
H 0.86594 -2.76607 5.32406 0.126 0.019 -0.435
H -0.65529 -3.41358 3.08284 0.488 0.152 0.060
H 0.92302 -2.98424 1.11227 0.089 0.067 0.336
H 3.21181 -2.15663 1.88725 -0.317 -0.110 0.278
C -0.61898 0.89315 -0.51641 -0.053 0.281 0.067
C -1.73986 -0.14750 -0.55277 -0.295 0.060 -0.145
C -1.29364 -1.49423 0.00752 -0.343 -0.274 0.332
S 0.06188 -2.22895 -0.94497 -0.042 0.119 -0.033
C 1.21246 -0.83467 -0.81600 0.550 -0.049 0.030
C 0.60938 0.47078 -1.32474 0.100 0.168 -0.269
H -0.31499 1.05220 0.53608 -0.124 0.033 -0.352
H -1.00050 1.85662 -0.90580 0.188 -0.403 0.248
H -2.08322 -0.28888 -1.59564 0.093 0.073 0.418
H -2.60140 0.21783 0.03861 0.328 -0.165 -0.264
H -2.11646 -2.23421 -0.02181 0.388 0.364 0.022
H -0.97426 -1.38767 1.06207 -0.118 -0.031 -0.396
H 2.10199 -1.12397 -1.40802 -0.422 0.152 0.290
H 1.53032 -0.72851 0.23906 -0.129 -0.026 -0.394
H 1.37828 1.26522 -1.26913 -0.303 -0.332 -0.057
H 0.33036 0.34634 -2.38875 0.137 0.082 0.405
```
Positions in Å, forces in eV/Å.

Computed properties:
**E_HOMO**: -8.7 eV
**E**: -820.938300 a.u.
**Net charge**: 0
**Relative energy (zero: lowest compared OMol25 entry of this formula, charge and spin)**: 0.0000 eV
**Max |F|**: 0.69 eV/Å
**Gap between HOMO and LUMO**: 9.340 eV
**SMILES**: c1c[nH]cn1.C1CCSCC1
**Molecular weight**: 170.28 g mol⁻¹